Computed, not measured: the molecule CH2N2OS2, with ωB97M-V/def2-TZVPD.

Cartesian coordinates (Å):
C1 -0.19354 0.81982 0.54018
N1 -0.52193 -0.20604 -0.15624
N2 0.64452 -0.93726 -0.24064
O1 1.17081 0.99406 0.78514
S1 2.17131 -0.27653 0.49437
S2 3.68387 0.31682 -0.52357
H1 -0.94719 1.50052 0.89840
H2 0.58926 -1.68901 -0.81342

Forces on the atoms, in the same order (eV/Å):
0.0366 -0.9361 -1.1968
1.9223 0.9149 1.2979
0.5711 1.5561 1.4453
-1.2077 1.3958 1.2349
-1.1121 -0.6798 -0.7003
-0.9997 -0.1370 -0.0576
0.5422 0.5405 0.0742
0.2474 -2.6545 -2.0975

Summary:
Kohn-Sham gap ... 8.7 eV
F_max ... 3.4 eV/Å
E_tot ... -1020.328907 a.u.
Energy above the lowest of the compared OMol25 structures with the same formula, charge and spin ... 166.44 kJ/mol
Net charge ... 0